(1)
{"formula": "C3H6Br2Si", "method": "the ωB97M-V functional and the def2-TZVPD basis", "symbols": ["C", "C", "Si", "C", "Br", "Br", "H", "H", "H", "H", "H", "H"], "positions_angstrom": [[1.9823, 0.5066, -0.5993], [0.9046, 1.2185, -0.3987], [-0.7984, 0.3404, 0.2978], [-1.1274, -1.5197, 0.0275], [-2.5343, 1.5294, -0.4246], [-0.7167, 0.5333, 2.5429], [2.8462, 1.1627, -0.6225], [2.1296, -0.5532, -0.5651], [0.8898, 2.2629, -0.4357], [-1.5938, -1.7386, 1.0894], [-1.8220, -1.6987, -0.7737], [-0.1599, -2.0437, -0.1379]], "forces_ev_per_a": [[1.346, 1.183, 0.356], [-3.807, -2.880, 1.186], [1.543, 0.424, -0.772], [0.359, 0.857, 2.291], [0.043, -0.043, 0.031], [0.072, 0.163, -0.310], [0.647, -0.595, -0.643], [-0.221, -0.375, 0.040], [0.142, 1.469, 0.046], [0.901, -0.179, -2.300], [-0.250, -0.140, -0.229], [-0.775, 0.116, 0.305]], "smiles": "C=C[Si](C)(Br)Br", "lumo_energy_ev": 0.7, "e_tot_ev": -151172.6544, "e_above_lowest_kcal_mol": 1.27, "gap_ev": 10.823}

---

(2)
{"formula": "C5H34N2O11", "method": "the ωB97M-V functional and the def2-TZVPD basis", "symbols": ["C", "C", "N", "C", "C", "C", "N", "H", "H", "H", "H", "H", "H", "H", "H", "H", "H", "H", "H", "O", "H", "H", "O", "H", "H", "O", "H", "H", "O", "H", "H", "O", "H", "H", "O", "H", "H", "O", "H", "H", "O", "H", "H", "O", "H", "H", "O", "H", "H", "O", "H", "H"], "positions_angstrom": [[3.0647, 1.8836, 1.2177], [1.6850, 1.5160, 1.5974], [1.3290, 2.3638, 2.7092], [1.4181, 0.0047, 1.8372], [0.9929, -0.6667, 0.5657], [1.9642, -1.3797, -0.0528], [1.3790, -2.0605, -1.2092], [3.5540, 2.8085, 1.6445], [3.1625, 2.2409, 0.2057], [3.7756, 1.0868, 1.5204], [0.9128, 1.7245, 0.7778], [0.6121, 3.0324, 2.5178], [1.1888, 1.7747, 3.6228], [2.4875, -0.3666, 2.1617], [0.5991, -0.1691, 2.6405], [-0.0272, -0.6011, 0.3214], [2.9422, -1.7177, 0.1974], [0.9996, -1.4342, -1.8329], [2.1633, -2.4489, -1.7324], [-1.8904, -2.6480, 2.0394], [-2.8586, -2.6259, 2.0455], [-1.8567, -2.1816, 2.9112], [-1.2204, 1.2804, -0.3529], [-1.9516, 1.7751, -0.2753], [-1.6263, 0.4301, -0.4254], [1.5447, -3.8947, 2.3660], [1.9354, -4.3119, 1.4802], [0.6807, -3.5506, 2.0330], [-0.3720, -5.0042, -0.4674], [0.1432, -4.6244, -1.1905], [-0.9433, -4.2405, -0.1562], [-1.7777, -0.2785, 3.3997], [-1.8326, 0.4494, 3.9414], [-1.5788, 0.2323, 2.5143], [-0.7541, 3.5742, -1.1899], [-0.0243, 4.1901, -1.3580], [-0.3644, 2.6753, -1.2935], [-0.0048, -0.4213, -2.9641], [0.0544, 0.1453, -2.2069], [-0.9897, -0.5251, -3.3275], [2.3300, 0.8434, -3.6600], [1.8942, 0.1708, -3.1335], [2.0086, 0.7800, -4.4636], [-3.0053, 1.7901, -3.2103], [-2.1200, 1.3714, -3.0428], [-2.8063, 2.5698, -3.7929], [-2.5243, -1.0525, -0.4361], [-2.2738, -1.2398, -1.3656], [-2.1051, -1.7836, -0.0448], [-3.3991, 2.6864, -0.6653], [-3.6237, 2.3887, -1.5798], [-2.8915, 3.4382, -0.8387]], "forces_ev_per_a": [[2.845, 0.729, -0.328], [-3.099, 0.725, -0.670], [-0.218, -1.639, 3.613], [1.234, 0.192, 1.461], [4.598, -0.483, 2.163], [-5.113, -0.383, -1.716], [3.373, -2.089, 1.112], [-1.320, -0.861, 0.649], [0.141, -1.035, -1.025], [-0.140, 0.263, -0.808], [1.319, 0.239, 0.720], [-0.551, -0.019, 0.234], [-0.055, 1.908, -2.351], [-2.349, -0.048, -0.177], [1.653, 0.392, -1.025], [-0.766, -0.177, -0.783], [0.500, 0.478, 0.676], [-1.252, 1.302, -1.310], [-0.274, -0.374, -0.083], [-0.919, 0.515, 1.217], [-0.141, -0.516, -0.830], [1.119, -0.120, -0.745], [5.074, -2.785, -0.440], [-4.552, 3.798, 0.434], [-0.276, -1.515, 0.184], [0.398, -0.948, -3.362], [-1.321, 1.282, 2.937], [0.848, -0.347, 0.425], [-1.031, 1.364, 0.424], [-0.017, 0.124, 0.158], [1.133, -1.400, -0.454], [0.798, -0.410, -4.668], [-0.330, 2.444, 2.641], [-0.555, -1.872, 2.101], [0.987, 0.090, -0.596], [-0.321, -0.164, 0.062], [-0.500, 0.802, 0.389], [-3.337, -1.081, -2.502], [-0.849, 0.944, 0.843], [3.341, 0.602, 1.537], [2.888, 0.762, 6.301], [0.091, -0.009, -0.288], [-2.561, -0.567, -6.187], [1.372, 0.241, -0.979], [-1.162, 0.901, -0.102], [-0.189, -1.108, 0.803], [-0.432, 0.756, -2.292], [-0.593, 0.371, 0.417], [0.899, -1.620, 1.863], [-2.076, -1.767, -0.296], [0.203, 0.025, 0.871], [1.483, 2.087, -0.219]], "smiles": "C[C@H](N)C/C=C/N.O.O.O.O.O.O.O.O.O.O.O", "lumo_energy_ev": -0.5, "e_tot_ev": -31235.8965, "e_above_lowest_kcal_mol": 133.09, "gap_ev": 7.727}

---

(3)
{"formula": "C26H56BINO19P4", "method": "the ωB97M-V functional and the def2-TZVPD basis", "symbols": ["C", "C", "C", "N", "B", "C", "C", "C", "C", "C", "C", "C", "C", "O", "C", "P", "O", "O", "O", "C", "I", "O", "C", "C", "O", "C", "C", "O", "H", "H", "H", "H", "H", "H", "H", "H", "H", "H", "H", "H", "H", "H", "H", "H", "H", "H", "H", "H", "H", "H", "H", "H", "H", "H", "H", "H", "H", "C", "O", "P", "O", "O", "C", "O", "C", "H", "H", "H", "H", "H", "H", "H", "H", "H", "C", "O", "P", "O", "O", "C", "O", "C", "H", "H", "H", "H", "H", "H", "H", "H", "H", "C", "O", "P", "O", "O", "C", "O", "C", "H", "H", "H", "H", "H", "H", "H", "H", "H"], "positions_angstrom": [[2.8558, 4.4285, -5.6087], [3.0052, 3.2472, -4.6396], [2.2310, 3.4324, -3.3152], [3.0273, 3.0673, -2.1454], [3.0979, 1.6380, -1.6832], [2.4281, 0.4885, -2.6375], [0.9364, 0.2650, -2.4923], [0.1062, 1.1516, -1.8058], [-1.2593, 0.9093, -1.6926], [-1.8209, -0.2259, -2.2492], [-1.0168, -1.1395, -2.9288], [-1.6112, -2.4015, -3.5064], [0.3425, -0.8699, -3.0431], [2.6607, 1.4600, -0.2652], [3.5719, 0.7383, 0.4828], [2.8314, -0.7337, 1.2569], [1.9937, -0.3941, 2.4258], [2.0154, -1.4758, 0.0872], [3.9884, -1.7606, 1.6791], [4.7987, 0.5005, -0.4633], [6.6971, 1.1872, 0.5915], [4.9817, -0.8614, -0.7066], [5.7081, -1.1623, -1.8809], [5.9570, -2.6555, -1.9256], [4.8085, -3.4022, -2.2799], [4.5136, -3.4220, -3.6598], [3.5332, -4.5488, -3.9265], [4.6255, 1.2337, -1.5415], [1.9081, 4.9456, -5.4421], [2.8720, 4.0952, -6.6503], [3.6738, 5.1430, -5.4876], [4.0499, 3.0749, -4.3744], [2.6550, 2.3379, -5.1382], [1.2722, 2.9031, -3.3847], [1.9786, 4.4958, -3.2289], [2.7231, 3.6295, -1.3586], [2.9047, -0.4645, -2.3668], [2.6496, 0.6379, -3.7010], [0.5289, 2.0411, -1.3535], [-1.8837, 1.6182, -1.1598], [-2.8871, -0.4157, -2.1559], [-1.8312, -3.1190, -2.7087], [-2.5364, -2.1963, -4.0467], [-0.8983, -2.8859, -4.1776], [0.9803, -1.5776, -3.5710], [3.9002, 1.3190, 1.3558], [1.6082, -2.2767, 0.4415], [4.1856, -2.3855, 0.9711], [5.1324, -0.8579, -2.7619], [6.6542, -0.6088, -1.9139], [6.2730, -3.0197, -0.9447], [6.7780, -2.8490, -2.6316], [4.0551, -2.4724, -3.9700], [5.4339, -3.5453, -4.2492], [3.9524, -5.5205, -3.6639], [2.6183, -4.3857, -3.3524], [3.2597, -4.5496, -4.9848], [1.1459, 7.7728, 0.5075], [1.2865, 6.5090, 1.1628], [0.0447, 5.5197, 1.0954], [-0.5479, 5.3036, -0.2202], [-1.0297, 6.1403, 2.1050], [-0.6007, 6.5956, 3.3877], [0.6933, 4.3029, 1.8456], [-0.0602, 3.0722, 1.9214], [1.7355, 8.4948, 1.0688], [1.5235, 7.6989, -0.5108], [0.1042, 8.0972, 0.4794], [-0.4078, 7.6688, 3.3525], [0.2992, 6.0767, 3.7178], [-1.4075, 6.3975, 4.0906], [-1.0779, 3.2556, 2.2683], [0.4546, 2.4244, 2.6255], [-0.0808, 2.5858, 0.9487], [-1.5994, -0.3853, 3.5333], [-2.8809, -0.6442, 2.9117], [-3.8427, 0.5836, 2.6725], [-3.2653, 1.7550, 2.0303], [-4.4672, 0.9339, 4.0997], [-4.8873, -0.1234, 4.9639], [-5.0094, -0.1583, 1.8929], [-6.0544, 0.6842, 1.3784], [-1.3497, -1.2662, 4.1180], [-0.8469, -0.2242, 2.7640], [-1.6493, 0.4880, 4.1844], [-4.0881, -0.3641, 5.6650], [-5.1566, -1.0179, 4.4008], [-5.7570, 0.2298, 5.5138], [-6.4241, 1.3593, 2.1512], [-6.8550, 0.0239, 1.0569], [-5.6830, 1.2622, 0.5346], [-4.4658, -3.2883, 1.5712], [-3.8751, -4.4713, 2.1531], [-4.7894, -5.7423, 2.3131], [-5.5403, -6.2133, 1.1536], [-5.7693, -5.4205, 3.5320], [-5.2492, -4.7770, 4.6988], [-3.7002, -6.7325, 2.9028], [-4.1025, -8.0940, 3.0966], [-4.0063, -2.4272, 2.0388], [-4.2710, -3.2774, 0.5013], [-5.5433, -3.2608, 1.7433], [-5.4140, -3.7017, 4.6257], [-4.1841, -4.9705, 4.8241], [-5.7920, -5.1683, 5.5565], [-5.0434, -8.1491, 3.6466], [-3.3162, -8.5719, 3.6742], [-4.2141, -8.5916, 2.1348]], "forces_ev_per_a": [[0.143, -0.199, -0.044], [-0.232, -0.176, 0.052], [0.384, 0.290, -0.117], [-0.813, -0.303, 0.283], [0.399, -0.163, -0.410], [-0.162, -0.059, 0.151], [-0.037, 0.209, 0.090], [-0.039, 0.005, -0.055], [0.110, 0.122, 0.055], [-0.040, -0.168, -0.043], [0.010, 0.045, -0.045], [0.252, -0.020, 0.171], [-0.066, -0.156, -0.034], [-0.139, 0.119, 0.227], [0.596, 0.168, -0.033], [-0.783, 0.095, 0.339], [0.189, -0.038, -0.134], [0.418, -0.076, 0.035], [-0.259, -0.189, 0.189], [-0.791, -0.007, -0.689], [0.276, 0.025, 0.149], [0.136, 0.025, 0.109], [-0.014, -0.060, -0.368], [0.034, 0.179, -0.026], [0.176, -0.285, 0.143], [-0.271, 0.144, -0.085], [-0.061, 0.201, -0.088], [0.111, -0.200, 0.385], [0.026, 0.024, -0.053], [0.026, 0.060, 0.032], [-0.146, 0.087, 0.076], [0.017, 0.068, -0.093], [0.039, 0.027, 0.041], [0.003, -0.024, -0.001], [0.012, -0.050, 0.044], [0.195, 0.094, -0.002], [-0.023, 0.033, -0.063], [0.076, 0.044, 0.017], [-0.018, -0.058, -0.033], [0.010, -0.008, 0.006], [0.043, 0.025, 0.005], [-0.086, 0.039, -0.067], [0.010, -0.051, -0.021], [-0.114, 0.041, -0.055], [-0.050, 0.015, 0.013], [-0.001, -0.049, -0.041], [-0.202, 0.074, -0.098], [0.286, 0.285, -0.177], [0.067, 0.051, 0.073], [-0.012, -0.033, 0.207], [-0.036, 0.082, -0.018], [-0.092, -0.051, -0.033], [0.084, -0.014, 0.026], [0.002, -0.074, 0.085], [0.012, 0.039, 0.018], [0.085, -0.053, 0.026], [0.038, -0.063, 0.038], [0.036, -0.009, -0.052], [-0.024, 0.098, 0.104], [0.093, -0.086, -0.120], [-0.079, 0.015, 0.035], [0.003, 0.065, -0.049], [-0.028, -0.063, 0.052], [0.000, -0.020, 0.088], [-0.092, -0.225, -0.006], [0.020, -0.014, -0.003], [-0.023, -0.008, -0.013], [-0.003, -0.005, 0.004], [0.024, -0.005, -0.012], [-0.001, -0.012, -0.003], [-0.012, 0.009, -0.008], [-0.004, 0.037, -0.062], [0.125, 0.059, -0.020], [0.010, 0.046, -0.029], [0.162, 0.016, -0.117], [-0.225, -0.050, 0.127], [0.320, -0.076, -0.062], [-0.122, 0.274, 0.061], [0.070, 0.045, -0.012], [-0.050, -0.006, 0.008], [-0.017, -0.032, 0.072], [-0.012, -0.035, -0.085], [0.001, -0.011, -0.030], [0.020, -0.004, 0.018], [-0.024, 0.002, 0.000], [0.015, -0.013, -0.022], [-0.011, 0.007, -0.011], [0.008, 0.017, 0.007], [0.003, -0.002, 0.007], [0.008, -0.013, -0.005], [0.020, 0.019, 0.015], [-0.050, 0.042, -0.057], [-0.034, 0.032, 0.030], [0.076, 0.021, -0.089], [-0.071, -0.026, 0.047], [-0.021, 0.012, -0.025], [-0.003, -0.016, 0.037], [0.002, -0.001, 0.078], [0.034, -0.034, -0.021], [0.102, -0.078, 0.012], [-0.009, -0.042, -0.006], [-0.003, -0.039, -0.006], [0.023, 0.002, -0.014], [0.002, -0.012, -0.004], [-0.018, 0.004, -0.008], [-0.002, 0.006, 0.000], [0.014, 0.009, -0.006], [-0.026, 0.012, -0.007]], "lumo_energy_ev": 1.8, "e_tot_ev": -114209.7146, "total_charge": -1, "gap_ev": 6.847}

---

(4)
{"formula": "C10H12FOPS", "method": "the ωB97M-V functional and the def2-TZVPD basis", "symbols": ["C", "P", "C", "C", "C", "C", "O", "C", "F", "C", "S", "C", "C", "C", "H", "H", "H", "H", "H", "H", "H", "H", "H", "H", "H", "H"], "positions_angstrom": [[-3.7555, 0.5848, 1.4679], [-3.1478, 1.0316, -0.1880], [-1.3687, 1.0140, -0.1701], [-0.7848, 1.2098, -1.4458], [0.4915, 1.5954, -1.5623], [1.2687, 2.0121, -0.4538], [2.3829, 2.7731, -0.5520], [0.8201, 1.6680, 0.7251], [1.4772, 1.9901, 1.9066], [-0.4231, 0.9064, 0.9661], [0.2305, -0.8111, 1.4812], [1.1018, -1.4242, 0.0908], [2.5304, -1.1552, 0.0470], [1.9738, -2.5254, 0.4199], [-4.6172, -0.1696, 1.4097], [-4.2109, 1.3793, 2.1997], [-3.0188, 0.2323, 2.0070], [-1.4625, 1.2302, -2.2920], [0.8829, 1.8199, -2.4794], [2.6299, 2.8011, -1.4368], [-0.8243, 1.0392, 1.9084], [0.4002, -1.4242, -0.7153], [2.9024, -0.5342, 0.7297], [3.2008, -1.0583, -0.7757], [2.0241, -3.4368, -0.1802], [1.9246, -2.8262, 1.4256]], "forces_ev_per_a": [[-5.179, 2.124, -0.358], [2.043, 0.025, -0.496], [-3.216, -0.487, 1.000], [-0.190, 0.409, -0.646], [-1.004, 0.178, 0.548], [0.512, 0.006, 0.768], [-0.233, -0.128, 1.825], [-0.328, 0.435, 3.328], [-0.428, -0.151, -1.380], [1.708, -1.505, -1.377], [-1.037, 0.107, 0.580], [-2.262, 1.238, -0.841], [0.277, -2.575, -2.064], [0.851, -1.073, -0.138], [1.407, 0.844, -0.222], [0.752, -0.751, -1.850], [3.771, -2.389, 2.769], [0.285, -0.366, -0.201], [0.865, 0.413, -2.523], [0.895, 0.251, -2.489], [-1.044, 1.243, 1.793], [0.299, -0.273, -0.995], [1.115, 2.063, 3.390], [-0.399, -0.297, -1.336], [0.204, 0.746, -0.485], [0.335, -0.085, 1.402]], "smiles": "C/P=C1/C=CC(O)=C(F)[C@@H]1SC1CC1", "lumo_energy_ev": [-0.9, -0.9], "e_tot_ev": -35449.0096, "e_above_lowest_kcal_mol": 0.00, "gap_ev": [6.606, 6.605]}

---

(5)
{"formula": "C2H10N2O2P", "method": "the ωB97M-V functional and the def2-TZVPD basis", "symbols": ["C", "C", "N", "N", "O", "O", "P", "H", "H", "H", "H", "H", "H", "H", "H", "H", "H"], "positions_angstrom": [[1.5170, 1.4240, 0.4430], [-1.5659, 0.1103, 0.4793], [2.0196, -1.3192, -0.2237], [-2.1196, -0.7762, -0.5183], [0.0768, 0.4305, -1.7602], [0.6166, -1.1797, 0.2368], [0.1607, 0.3172, -0.0489], [2.2973, 0.8905, 0.0627], [1.1838, 2.4564, 0.1214], [1.5695, 1.4118, 1.4831], [-1.6843, -0.4308, 1.3754], [-2.1921, 1.0900, 0.3857], [2.4470, -1.2938, 0.6886], [1.9743, -2.2394, -0.6418], [-2.0124, -1.7623, -0.3749], [-2.9899, -0.4669, -0.8888], [-0.2583, -0.3756, -2.1131]], "forces_ev_per_a": [[-4.605, 1.769, -0.521], [-2.143, 1.542, -1.637], [-1.204, 0.399, 0.213], [0.712, 0.267, -0.726], [1.297, 1.822, 4.264], [0.448, 0.247, 0.029], [0.001, -0.771, -4.346], [2.566, -0.454, -1.661], [1.183, -1.110, -0.059], [0.021, 0.042, 1.987], [0.442, 0.383, 1.887], [1.477, -1.569, 0.761], [0.846, -0.840, 0.009], [0.508, -0.265, 0.249], [-0.268, -0.108, 0.235], [-0.428, -0.182, -0.262], [-0.854, -1.173, -0.422]], "lumo_energy_ev": -3.0, "e_tot_ev": -18592.3260, "e_above_lowest_kcal_mol": 80.90, "total_charge": 1, "gap_ev": 10.880}

---

(6)
{"formula": "C6H4N2", "method": "the ωB97M-V functional and the def2-TZVPD basis", "symbols": ["C", "C", "C", "C", "C", "C", "N", "N", "H", "H", "H", "H"], "positions_angstrom": [[1.4932, -0.7279, 1.1100], [1.6260, 1.6116, -0.3783], [-0.5994, -0.3338, -0.3263], [-1.2156, -0.9305, -1.3319], [-0.9310, 0.4370, 0.8102], [0.5428, 0.0950, 0.5351], [2.3704, -1.3496, 1.5705], [2.3021, 2.4313, -0.6865], [-0.6978, -1.5484, -2.1647], [-2.2939, -1.0131, -1.5098], [-1.2662, 1.4610, 0.7761], [-1.3306, -0.1326, 1.5956]], "forces_ev_per_a": [[2.911, -1.757, 1.865], [-6.086, -7.713, 4.032], [-0.444, -0.262, -1.469], [1.427, -1.945, -2.093], [0.805, 0.948, 1.079], [-0.079, 3.251, -4.158], [-1.923, 1.088, -0.906], [3.821, 4.739, -1.979], [-0.359, 1.257, 1.706], [0.299, 0.671, 0.725], [0.168, 0.209, -0.170], [-0.538, -0.486, 1.367]], "lumo_energy_ev": -1.6, "e_tot_ev": -9260.9627, "e_above_lowest_kcal_mol": 116.47, "gap_ev": 9.559}

---

What max |F| values result from the calculations? In sequence: 4.9; 7.0; 1.0; 5.6; 5.0; 10.6 eV/Å.